Computed, not measured: C48H73AsBrI2Sb2Si2Ti as an isolated structure, with wB97M-V/def2-TZVPD.

Values from the calculation:
Charge: +1
Frontier orbital gap (eV): 6.2
Maximum force (eV Å⁻¹): 0.87

Structure (XYZ):
```
130
Properties=species:S:1:pos:R:3:forces:R:3:lowdin_charge:R:1
Ti -0.50705 0.35413 -0.71971 -0.14 -0.47 -0.23 -0.0392
C 0.19126 -3.87075 -0.07218 -0.08 0.01 0.03 -0.3335
Sb -0.16192 -2.16444 1.16028 0.31 0.17 0.01 1.2720
C 1.80005 -1.93862 1.97980 -0.02 -0.02 0.03 -0.3060
C -0.79995 -3.39344 2.85281 -0.49 0.33 0.05 -0.2729
C -2.26657 -3.43562 3.21528 0.44 -0.18 -0.43 -0.2749
C -3.06424 -4.39263 2.58427 -0.03 -0.05 -0.19 -0.0561
C -4.42091 -4.51140 2.84325 0.18 -0.16 0.07 -0.1113
C -5.00219 -3.66558 3.77274 0.01 0.09 0.17 -0.0906
C -4.21707 -2.72142 4.41523 -0.12 0.00 0.05 -0.0480
C -2.85115 -2.58329 4.15584 0.05 0.18 0.38 -0.2857
C -2.07706 -1.55640 4.93083 -0.08 -0.01 -0.05 -0.3369
Sb -1.99852 0.39007 3.97133 -0.08 -0.11 -0.39 1.3360
C -0.83960 1.24841 5.54847 -0.06 0.10 0.03 -0.3304
C -3.89793 0.99140 4.76433 -0.02 0.04 0.11 -0.3126
H 0.94323 -4.49916 0.40385 0.01 -0.03 -0.01 0.0165
H 0.51355 -3.57705 -1.06614 0.05 0.02 -0.08 -0.0451
H -0.74670 -4.42044 -0.15845 0.03 -0.02 -0.03 0.0074
H 2.21083 -2.92884 2.18248 0.03 0.05 0.01 0.0199
H 1.71442 -1.37849 2.91309 0.01 -0.02 -0.06 0.0084
H 2.45072 -1.38973 1.30131 -0.04 -0.04 0.02 -0.0405
H -0.15791 -3.07870 3.67705 -0.08 -0.06 -0.05 0.0516
H -0.46328 -4.36260 2.48204 -0.03 -0.05 0.23 0.0579
H -2.59778 -5.06641 1.87011 -0.04 0.02 0.05 0.1120
H -5.01031 -5.26881 2.34089 0.04 0.01 0.01 0.1105
H -6.05534 -3.75370 4.01278 0.05 0.04 -0.01 0.1100
H -4.66446 -2.08236 5.16975 0.00 -0.01 -0.04 0.1114
H -1.04888 -1.85382 5.14624 -0.07 -0.04 -0.04 0.0539
H -2.57138 -1.33535 5.87856 0.05 -0.17 0.03 0.0589
H -0.99681 2.32836 5.56239 0.04 -0.05 0.02 0.0013
H 0.21415 1.04393 5.37874 0.08 0.00 0.05 -0.0203
H -1.14982 0.82320 6.50394 0.03 0.04 -0.02 0.0113
H -3.90440 0.80819 5.84093 -0.05 -0.02 -0.05 0.0138
H -4.68595 0.40948 4.28435 -0.02 0.01 0.02 0.0031
H -4.07815 2.05074 4.57499 0.08 -0.21 0.07 -0.0250
I 0.39998 3.19081 -1.85497 -0.17 -0.01 0.22 0.9309
C -0.50276 1.38097 -2.54834 -0.04 -0.13 0.39 -0.8428
I -1.95438 -1.49687 -2.10474 0.27 0.34 0.08 0.4525
H 0.14535 0.95996 -3.30617 0.07 -0.05 -0.10 -0.0582
H -1.46793 1.64567 -2.96070 -0.11 0.03 -0.02 -0.0504
C -4.29845 4.00354 -3.82682 0.00 -0.02 0.03 -0.0670
C -4.43600 2.61931 -3.80980 0.02 0.04 0.04 -0.0626
C -4.02681 1.89543 -2.69982 -0.02 0.09 -0.04 -0.1351
C -3.48223 2.55891 -1.60133 0.10 -0.05 -0.03 -0.3986
C -3.34586 3.94026 -1.61577 -0.10 0.03 -0.08 -0.1137
C -3.76010 4.66152 -2.73061 0.01 -0.01 0.01 -0.0662
As -2.83007 1.51223 -0.10631 -0.26 0.15 0.00 1.2952
C -4.31862 0.31998 0.18365 0.07 -0.03 0.05 -0.3989
C -5.61564 0.76409 -0.05468 -0.08 -0.10 0.06 -0.1167
C -6.68800 -0.08419 0.18883 0.00 0.02 0.01 -0.0625
C -6.46648 -1.37335 0.65618 0.07 0.01 -0.02 -0.0556
C -5.16957 -1.82345 0.87173 -0.05 0.05 -0.07 -0.0554
C -4.09688 -0.97676 0.63176 -0.24 0.04 0.15 -0.1697
C -2.91066 2.78671 1.35040 0.05 0.03 -0.02 -0.4002
C -1.77009 3.50463 1.70070 -0.12 0.11 0.02 -0.1367
C -1.83944 4.46277 2.70453 -0.01 -0.07 -0.01 -0.0648
C -3.04029 4.70060 3.36060 -0.04 -0.04 -0.01 -0.0665
C -4.17581 3.98300 3.00650 0.03 0.12 -0.06 -0.0916
C -4.11521 3.02493 2.00382 0.08 0.08 -0.03 -0.1072
H -4.61748 4.56779 -4.69406 0.00 -0.01 0.02 0.1091
H -4.86605 2.10336 -4.65869 0.01 0.01 0.01 0.1111
H -4.13874 0.81943 -2.68719 0.00 -0.06 0.00 0.0766
H -2.93644 4.46147 -0.76099 0.04 0.02 0.04 0.0978
H -3.66087 5.73992 -2.73734 0.00 -0.03 -0.01 0.1103
H -5.79602 1.76074 -0.43583 -0.01 0.03 -0.01 0.1085
H -7.69687 0.26527 0.00783 0.02 -0.02 0.00 0.1102
H -7.30614 -2.03245 0.84177 0.03 0.02 -0.01 0.1109
H -4.98575 -2.83158 1.22074 -0.03 0.16 -0.08 0.0816
H -3.09223 -1.34072 0.78158 0.12 -0.02 0.10 0.0147
H -0.83005 3.31699 1.20190 0.03 -0.02 -0.02 0.0459
H -0.95329 5.02373 2.97437 -0.01 -0.01 0.00 0.1009
H -3.09231 5.44284 4.14787 0.00 -0.02 -0.04 0.1112
H -5.11487 4.16462 3.51425 0.02 0.01 0.00 0.1151
H -5.00427 2.46454 1.74854 0.00 -0.01 0.01 0.0975
C 3.04122 1.45459 -4.02788 0.10 0.09 -0.04 -0.1192
C 4.19671 0.51834 -3.64472 0.08 0.06 -0.07 -0.6205
C 5.00933 1.22766 -2.54959 0.01 0.07 -0.05 -0.0858
C 5.11178 0.30637 -4.87083 0.05 0.08 -0.01 -0.0725
Si 3.60255 -1.17376 -3.05734 -0.21 0.01 0.06 0.6325
Br 1.84517 -0.61760 -1.52085 0.29 -0.11 0.16 0.5977
C 4.76314 -2.09821 -1.87390 0.01 -0.06 0.09 -0.6164
C 6.10760 -2.35069 -2.59004 0.06 0.00 0.09 -0.0729
C 4.14834 -3.45391 -1.48215 0.11 -0.05 0.04 -0.0907
C 5.06079 -1.33242 -0.56833 0.04 -0.09 0.06 -0.1075
C 2.72237 -2.23343 -4.36035 0.01 -0.06 -0.04 -0.6171
C 1.98516 -1.36573 -5.39186 -0.07 -0.08 -0.06 -0.0870
C 1.66898 -3.18422 -3.76912 -0.04 -0.08 -0.07 -0.1129
C 3.79406 -3.07094 -5.09241 -0.05 -0.01 -0.10 -0.0771
H 3.46876 2.40815 -4.36005 -0.05 -0.05 0.02 0.0982
H 2.40437 1.66964 -3.16892 0.09 -0.02 -0.06 -0.0324
H 2.41915 1.07670 -4.83643 0.04 0.01 0.02 0.0643
H 5.25370 2.23654 -2.90032 -0.01 -0.05 0.04 0.0976
H 5.95208 0.72231 -2.33779 -0.04 0.02 -0.02 0.0717
H 4.44950 1.32660 -1.61466 0.03 -0.02 -0.11 0.0557
H 5.50479 1.28075 -5.17987 0.00 -0.05 0.00 0.0972
H 4.58656 -0.11799 -5.72793 0.01 0.04 0.06 0.0674
H 5.97030 -0.33418 -4.65248 -0.05 0.04 0.00 0.0736
H 6.00954 -2.95481 -3.49264 -0.02 0.02 0.03 0.0710
H 6.76724 -2.89253 -1.90346 -0.03 0.02 -0.05 0.0979
H 6.61606 -1.42054 -2.85602 -0.04 -0.06 0.05 0.0691
H 3.99507 -4.11058 -2.33869 0.03 0.03 0.04 0.0647
H 3.19442 -3.34347 -0.95714 0.05 0.03 -0.03 0.0621
H 4.84312 -3.96369 -0.80511 -0.06 0.02 -0.03 0.0949
H 5.77797 -0.52741 -0.70994 -0.03 -0.01 -0.01 0.0680
H 5.50309 -2.03879 0.14292 0.00 0.06 -0.03 0.0948
H 4.17140 -0.91017 -0.09672 0.05 -0.06 -0.05 0.0173
H 1.20440 -0.75723 -4.92731 0.01 -0.04 0.00 0.0755
H 1.49315 -2.03514 -6.10585 0.01 0.06 0.03 0.0967
H 2.64379 -0.71213 -5.96230 -0.02 -0.04 0.02 0.0670
H 0.85006 -2.63841 -3.29527 0.03 -0.01 -0.03 0.0087
H 2.07551 -3.89219 -3.04836 -0.02 0.04 -0.02 0.0617
H 1.23807 -3.76587 -4.59338 0.03 0.03 0.08 0.0982
H 4.60472 -2.46598 -5.51166 -0.09 -0.03 0.04 0.0774
H 3.31385 -3.59359 -5.92682 0.04 0.02 0.04 0.0964
H 4.23732 -3.83055 -4.44629 -0.04 0.04 -0.04 0.0684
C 2.70033 2.44285 4.07881 0.12 -0.08 0.36 -0.1754
Si 2.64928 2.64852 2.24806 -0.11 0.00 -0.18 0.3940
C 2.38245 4.43672 1.83416 -0.04 0.27 -0.12 -0.1692
C 4.21644 2.03821 1.47689 0.28 -0.09 -0.20 -0.1656
C 1.26937 1.66191 1.51394 -0.32 -0.52 0.28 -0.1974
C 0.37679 0.96312 1.04192 0.14 0.57 -0.64 -0.3962
H 3.49286 3.08787 4.47718 -0.09 -0.10 0.02 0.0461
H 2.92297 1.41342 4.37422 -0.03 0.08 0.00 0.0388
H 1.76081 2.74226 4.54244 -0.04 0.01 0.05 0.0215
H 3.31664 4.97871 2.01448 -0.10 0.04 -0.01 0.0429
H 1.60947 4.88568 2.46382 0.03 -0.02 -0.05 0.0263
H 2.10310 4.58909 0.78712 0.04 -0.02 0.08 0.0142
H 5.05588 2.63698 1.84519 -0.01 -0.08 -0.05 0.0457
H 4.18202 2.13785 0.38680 0.02 -0.01 0.13 0.0197
H 4.41082 0.98981 1.72199 -0.01 0.07 -0.02 0.0342
```
Forces are in eV/Å.